The following is a DFT calculation (wB97M-V/def2-TZVPD) of a structure of composition C6H8N2.

Calculated values
HOMO-LUMO gap: 0.3616 Ha
Relative energy (zero: lowest compared OMol25 entry of this formula, charge and spin): 335.2 kJ/mol
E: -9328.233 eV
HOMO: -8.7582 eV

Each line ends with the natural charge from an NBO analysis.
Element x y z (Å)
N: 0.9291 -0.1153 1.5785  -0.60
N: -1.3903 -0.4201 -0.6533  -0.59
C: 0.1151 1.2266 -0.3478  -0.28
C: -0.7777 -0.7540 0.4904  -0.06
C: -0.2615 0.6495 1.0520  -0.07
C: -0.4171 0.2695 -1.4489  -0.07
C: 0.9761 0.0870 -0.9895  -0.29
C: 0.7687 -0.9137 0.3558  -0.07
H: 0.2156 2.3850 -0.5311  0.23
H: 1.1331 -1.9696 0.1453  0.20
H: 1.9142 0.1983 -1.4447  0.23
H: -1.1973 -1.4361 1.2051  0.23
H: -0.7880 1.3084 1.6430  0.20
H: -0.6684 0.6599 -2.4064  0.22
H: -1.6768 -1.1754 -1.2297  0.36
H: 1.8739 0.3889 1.4705  0.35

---

The following is a DFT calculation (wB97M-V/def2-TZVPD) of a structure of composition C37H30BrCrN12O3.

Calculated values
HOMO-LUMO gap (spin up / spin down): 0.2276 / 0.2574 Ha
Multiplicity: 5
Net charge: +1
E: -161341.731 eV
HOMO (spin up / spin down): -8.5281 / -10.2593 eV
Expectation value of S²: 6.041

Each line ends with the Löwdin spin population.
Element x y z (Å)
Br: 1.9500 4.6413 6.7315  0.01
Cr: -0.9927 0.8517 0.8737  2.94
O: -0.6420 2.8823 0.4326  0.00
O: 2.9567 -2.4060 -3.0662  0.00
O: -4.6137 1.0309 1.2552  0.01
N: -2.6055 0.3592 -2.9944  0.00
N: -4.5575 3.3054 1.0783  0.00
N: -1.0272 0.9263 2.9268  0.19
N: 3.2216 -4.1760 -4.3250  0.00
N: 3.1031 0.1380 1.2453  0.00
N: 4.2065 -4.1755 -3.3730  0.00
N: 2.6692 -0.6254 2.2639  0.00
N: -1.2896 0.6636 -1.2214  0.00
N: 0.9436 0.1386 1.0805  0.01
N: -2.6104 2.0349 0.8671  -0.01
N: -1.8355 -0.9513 1.1856  0.11
N: -1.3237 0.5017 -3.3833  0.00
C: -0.3843 1.7749 3.8224  0.00
C: 5.0139 -1.0439 0.2933  0.00
C: 4.7557 -2.6750 -1.4672  0.00
C: -0.3939 -2.9942 -6.4741  0.00
C: 0.7444 -3.4483 -5.8335  0.00
C: -5.9931 3.3424 1.3312  0.00
C: -3.0876 -2.9056 0.6158  0.09
C: -0.5445 0.6692 -2.3156  0.01
C: -1.8778 3.1396 0.6220  0.01
C: 6.3831 -3.0220 0.2555  0.00
C: 6.0074 -1.8284 0.8604  0.00
C: -3.6175 -2.9611 1.9201  0.05
C: 5.7558 -3.4594 -0.8968  0.00
C: -0.3887 -0.9863 -5.1411  0.00
C: -0.9744 0.3680 -4.7938  0.00
C: -3.2338 -2.0265 2.8386  0.06
C: -2.3331 -1.0023 2.4672  0.09
C: 4.4057 -1.4642 -0.8791  0.00
C: -0.9637 -1.7743 -6.1296  0.00
C: 0.1736 2.5078 6.0714  -0.01
C: 0.4902 2.7624 3.3391  0.04
C: 1.0124 3.4835 5.5603  0.04
C: -2.2137 -1.8953 0.3090  0.03
C: 1.1760 3.6069 4.1903  -0.01
C: 2.5004 -3.1223 -4.1220  0.00
C: -2.5043 4.4124 0.5980  0.00
C: -0.5110 1.6635 5.2179  0.04
C: -3.8389 4.4282 0.8402  0.01
C: -2.5589 0.4665 -1.6946  0.00
C: 2.0697 0.5943 0.5441  0.01
C: 4.5289 0.2315 0.9563  0.00
C: -3.9535 2.0386 1.0868  0.00
C: 1.3709 -0.5971 2.1514  0.01
C: -1.8897 -0.0154 3.3536  0.24
C: 1.3192 -2.6654 -4.8346  0.00
C: 0.7553 -1.4387 -4.5024  0.00
C: 4.0272 -3.1241 -2.6422  0.00
H: 1.1979 -4.3966 -6.0877  0.00
H: -1.8985 0.5250 -5.3419  0.00
H: -1.8594 -1.4375 -6.6372  0.00
H: -3.3617 -3.6321 -0.1340  0.01
H: -2.2389 -0.0416 4.3769  0.01
H: 0.0631 2.4019 7.1420  0.00
H: 0.7132 -1.1177 2.8261  0.00
H: 6.0183 -4.4019 -1.3577  0.00
H: -3.6138 -2.0422 3.8510  0.00
H: -1.9395 5.3115 0.4135  0.00
H: -0.8523 -3.5961 -7.2472  0.00
H: -6.2092 2.9106 2.3066  0.00
H: 2.1468 1.2450 -0.3116  0.00
H: 0.6255 2.8788 2.2749  0.00
H: 1.2369 -0.8405 -3.7402  0.00
H: -6.5191 2.7535 0.5821  0.00
H: -6.3409 4.3707 1.3001  0.00
H: 1.8368 4.3633 3.7891  0.00
H: -1.1369 0.9016 5.6601  0.00
H: -4.3933 5.3568 0.8462  0.00
H: -0.2719 1.1590 -5.0580  0.00
H: -3.4322 0.3937 -1.0654  0.00
H: -4.3079 -3.7484 2.1905  0.00
H: -1.7735 -1.8401 -0.6778  0.00
H: 6.4874 -1.5135 1.7789  0.00
H: 0.5154 0.8535 -2.3526  0.00
H: 3.6355 -0.8597 -1.3427  0.00
H: 5.0442 0.3888 1.9004  0.00
H: 4.6861 1.0978 0.3148  0.00
H: 7.1616 -3.6235 0.7051  0.00

---

The following is a DFT calculation (wB97M-V/def2-TZVPD) of a structure of composition C32H48CeP2.

Calculated values
HOMO-LUMO gap (spin up / spin down): 0.2044 / 0.2054 Ha
Multiplicity: 2
Net charge: +1
Relative energy (zero: lowest compared OMol25 entry of this formula, charge and spin): 35.4 kJ/mol
E: -65458.281 eV
HOMO (spin up / spin down): -9.2617 / -9.2706 eV
Expectation value of S²: 0.752

Each line ends with the Löwdin spin population.
Element x y z (Å)
Ce: 2.0613 0.7461 -0.0687  1.04
P: 3.5852 -1.1657 -1.3510  0.00
P: 1.1189 -0.8589 -2.9804  0.00
C: -1.8779 6.0088 1.6753  0.00
C: 2.0719 0.8021 2.7926  0.00
C: -0.6499 2.7904 0.1924  0.00
C: -4.1888 -3.0069 -0.7500  0.00
C: 0.5874 2.9051 3.1767  0.00
C: -3.2463 5.7627 1.6877  0.00
C: 3.2167 -2.9558 -1.1314  0.00
C: -1.4997 3.8247 0.6528  0.00
C: 0.8085 1.4785 2.8819  -0.01
C: 3.8478 -1.1214 -3.1814  0.00
C: 2.9100 -1.5420 2.2543  0.00
C: 0.8952 0.6803 -3.9775  0.00
C: -1.4080 -1.6231 -0.8236  0.00
C: -0.4181 -2.0000 2.7314  0.00
C: -1.6825 -3.0948 -1.0694  0.00
C: -2.8951 -3.6666 -1.1036  0.00
C: 0.0925 1.8424 -0.1991  -0.01
C: 1.7967 -0.5809 2.5272  0.00
C: -3.7480 4.5316 1.2678  0.00
C: -0.1286 -1.9047 -3.8790  0.00
C: -0.2304 0.5412 2.6899  0.00
C: 5.3596 -1.1275 -0.8798  0.00
C: 0.3613 -0.7503 2.5533  -0.01
C: -3.3393 0.0820 -0.8668  0.00
C: -4.1189 -1.9295 0.3585  0.00
C: -4.2832 -0.5145 -0.1341  0.00
C: 3.4111 1.4388 2.9889  0.00
C: 2.6039 -1.5542 -3.9359  0.00
C: -1.6659 0.8842 2.5839  0.00
C: -1.0103 5.0725 1.1246  0.00
C: -2.8818 3.5885 0.7324  0.00
C: -2.3213 -0.6640 -1.6497  0.00
H: 3.7453 -3.5237 -1.9047  0.00
H: 3.5879 -1.6387 3.1228  0.00
H: 2.6104 -1.1126 -4.9397  0.00
H: 2.5713 -2.5308 1.9269  0.00
H: 5.8672 -1.9288 -1.4381  0.00
H: 0.1448 3.3861 2.3150  0.00
H: -1.9272 1.5390 3.4194  0.00
H: -3.3208 1.1704 -0.9352  0.00
H: 0.3390 1.3907 -3.3485  0.00
H: 1.8526 1.1445 -4.2542  0.00
H: -4.5864 -2.5482 -1.6739  0.00
H: -0.9748 -1.2974 -4.2363  0.00
H: 2.5383 -2.6559 -4.0169  0.00
H: -0.0991 3.0582 4.0091  0.00
H: 4.0795 -0.0793 -3.4466  0.00
H: 3.6019 -1.1653 1.4791  0.00
H: -3.2596 2.6359 0.3413  0.00
H: -1.4080 -1.3545 0.2496  0.00
H: 0.3241 -2.3867 -4.7447  0.00
H: -0.3549 -1.4425 -1.1280  0.00
H: -3.1089 -2.0045 0.8022  0.00
H: -1.6616 0.0936 -2.1045  0.00
H: 0.0614 5.2692 1.0435  0.00
H: -1.4005 -1.9877 2.2352  0.00
H: -1.8586 1.4407 1.6639  0.00
H: -3.0061 -4.6891 -1.4713  0.00
H: -4.9166 -3.7561 -0.3851  0.00
H: 5.7936 -0.1515 -1.1429  0.00
H: 4.7065 -1.7660 -3.3814  0.00
H: -1.4814 6.9445 2.0674  0.00
H: 4.1336 0.7058 3.3641  0.00
H: -4.8515 -2.1648 1.1588  0.00
H: 3.5301 -3.2863 -0.1351  0.00
H: 3.3356 2.2079 3.7717  0.00
H: 5.4694 -1.2848 0.1993  0.00
H: -2.3622 0.0344 2.5797  0.00
H: -3.9380 6.5502 1.9983  0.00
H: 1.5281 3.4082 3.4243  0.00
H: 2.1434 -3.1632 -1.1980  0.00
H: -4.8140 4.3107 1.3214  0.00
H: 0.3282 0.4273 -4.8908  0.00
H: -0.5767 -2.6605 -3.2146  0.00
H: -0.6241 -2.0999 3.8015  0.00
H: 3.8255 1.9094 2.0791  0.00
H: -5.2383 -0.0158 0.0468  0.00
H: -2.8220 -1.2346 -2.4686  0.00
H: -0.7732 -3.7027 -1.2617  0.00
H: 0.1130 -2.9140 2.4101  0.00

---

What is the E in the third record? -65458.281 eV

---

The lowest E belongs to which entry? C37H30BrCrN12O3

---

E of number 2 (C37H30BrCrN12O3)? -161341.731 eV